[1]
The following is a DFT calculation (wB97M-V/def2-TZVPD) of 7 unconnected molecules or ions with the total composition H14O7 in a non-equilibrium geometry.

Summary:
Total charge: 0
Spin multiplicity: 1
Energy relative to the best compared isomer or geometry (same formula, charge and spin) in kJ/mol: 204.3
Frontier orbital gap in eV: 11.73
Structure (SMILES): O.O.O.O.O.O.O

The geometry in XYZ format:
```
21
Properties=species:S:1:pos:R:3:forces:R:3:mulliken_charge:R:1
O -0.98305 0.72891 -2.25493 1.6 1.8 -2.9 -0.706
O 1.25042 0.09213 -3.80217 1.7 -3.3 -0.7 -0.777
O -1.05466 0.57453 3.73387 -3.5 3.7 -2.3 -0.799
O -0.25555 -0.37147 -0.08440 -0.8 -2.2 -2.0 -0.996
O 2.08954 -1.14232 -1.27561 -0.8 -0.8 -0.1 -0.726
O -1.52225 -1.58034 2.13423 1.8 -3.5 -1.3 -0.748
O 0.39664 1.80465 1.69335 1.2 -1.2 2.6 -0.776
H 1.66006 -0.17375 -2.90208 -0.5 0.2 -1.5 0.453
H -1.24204 -2.62435 2.14882 -1.0 4.1 0.0 0.325
H -1.85817 1.29628 3.31823 3.6 -3.2 2.1 0.382
H 1.52538 -0.72405 -4.44322 -1.1 3.1 2.4 0.327
H 1.25778 -0.95162 -0.74553 0.7 -0.1 -0.3 0.446
H 0.05008 1.34001 2.58383 0.7 1.2 -2.1 0.415
H -0.61863 -0.08646 -1.01639 0.5 0.2 1.9 0.499
H 2.01718 -2.09790 -1.49809 0.1 1.0 0.3 0.323
H -0.02196 0.38976 0.40169 0.6 2.1 1.0 0.375
H -0.28759 0.54790 -3.01834 -1.5 -0.1 1.6 0.418
H 1.38135 1.90012 1.88089 -1.9 -0.1 -0.5 0.327
H -0.99563 1.73125 -2.30561 -0.2 -1.7 0.5 0.338
H -1.20368 -0.17673 3.12232 -0.1 -0.5 0.4 0.433
H -1.03283 -1.21912 1.31875 -0.8 -0.7 0.8 0.466
```
Forces are in eV/Å.

---

[2]
The following is a DFT calculation (wB97M-V/def2-TZVPD) of a molecular structure, C10H12MnN3O11P2 in a non-equilibrium geometry.

Summary:
Total charge: -1
Spin multiplicity: 2
Energy relative to the best compared isomer or geometry (same formula, charge and spin) in kJ/mol: 114.8
Frontier orbital gap (alpha / beta) in eV: 6.61 / 5.95

The geometry in XYZ format:
```
39
Properties=species:S:1:pos:R:3:forces:R:3:lowdin_spin:R:1
Mn 0.00900 -0.11300 0.01320 -1.1 1.0 0.4 0.974
P -1.45080 -0.10450 -2.61930 1.4 -0.2 0.2 0.000
P -2.39890 -2.11810 -0.98060 0.7 0.6 -0.1 0.003
O 6.91770 0.00710 3.75480 -0.9 0.0 0.3 0.003
O 1.93090 0.09250 0.08400 2.0 0.3 0.5 0.013
O -1.38400 -1.49580 -0.01970 -0.2 -0.1 0.1 0.013
O -2.61620 -3.55810 -0.93400 -0.2 -0.5 0.0 0.000
O -2.57830 0.76850 -2.22130 -0.4 0.2 -0.2 0.000
O -0.11080 0.08610 -1.91310 -0.3 0.0 -1.2 0.004
O -1.15540 0.01410 -4.18840 -0.5 0.3 -0.1 0.000
O -3.74290 -1.26400 -0.88310 -0.2 -0.5 0.1 0.001
O 0.03150 -0.05830 1.91970 2.7 -0.9 3.6 0.007
O -1.83160 -1.66720 -2.48430 -0.5 0.1 0.4 0.000
O 5.37090 0.00610 5.28050 0.3 0.0 -0.8 0.003
N 5.72960 0.00080 4.09730 1.1 0.1 1.4 0.002
N -1.04600 1.86190 0.18000 0.4 -0.5 -0.1 0.002
N -2.64680 3.69170 -0.11780 -0.7 0.6 -0.3 0.002
C 2.38530 0.00570 2.43660 1.9 0.0 -0.4 0.000
C -3.91350 3.67010 0.57510 -0.3 0.0 0.3 0.000
C 1.02450 -0.10060 2.75850 -3.6 0.2 -1.9 -0.022
C -1.81180 2.71050 0.02630 1.1 -1.1 0.2 0.004
C 5.12970 0.01010 1.74490 -0.5 0.1 -0.8 -0.006
C 3.39070 -0.00420 3.43400 -0.1 -0.1 -0.5 -0.007
C 4.17570 0.04590 0.75320 1.1 0.0 0.4 0.005
C 4.73850 0.00010 3.09020 -1.4 0.0 -0.3 0.004
C 2.79630 0.06260 1.04810 -2.1 0.0 -0.7 -0.004
C -2.18710 4.95380 -0.64780 0.2 0.3 -0.1 0.000
H -3.83960 4.13030 1.56600 0.0 0.1 0.0 0.000
H -3.01490 5.43720 -1.16850 0.1 0.0 0.0 0.000
H -3.55430 -0.38530 -1.26220 0.0 0.4 -0.1 0.000
H 6.18540 -0.00780 1.51610 0.0 0.0 -0.1 0.000
H -4.25550 2.64570 0.69930 0.0 0.0 -0.1 0.000
H 4.46240 0.06000 -0.28730 0.0 0.0 -0.1 0.000
H -1.37300 4.79250 -1.35070 0.0 -0.1 0.0 0.000
H -4.64590 4.22010 -0.01700 0.0 -0.1 0.0 0.000
H -1.82800 5.62010 0.14410 -0.1 0.0 0.0 0.000
H 3.11080 -0.02300 4.47560 0.0 0.0 0.1 0.000
H -0.44400 -0.57320 -4.43910 0.3 -0.2 0.0 0.000
H 0.74610 -0.25510 3.80450 0.0 0.2 0.1 -0.001
```
Forces are in eV/Å.

---

[3]
The following is a DFT calculation (wB97M-V/def2-TZVPD) of a gas-phase ion, C6H13FNO4S2 (charge -1) in a non-equilibrium geometry.

Summary:
Total charge: -1
Spin multiplicity: 1
Frontier orbital gap in eV: 9.62
Structure (SMILES): CCCCCCS(=O)(=O)N=[S@](=O)([O-])F

The geometry in XYZ format:
```
27
Properties=species:S:1:pos:R:3:forces:R:3:mulliken_charge:R:1
S 3.06454 1.96590 -1.20815 4.5 -3.3 -1.7 1.125
S 1.84927 1.04443 1.26286 -3.6 3.1 3.3 0.953
F 1.88839 3.15264 -1.59085 1.9 -2.0 0.8 -0.272
O 2.69606 0.62163 -1.89195 0.0 4.8 1.9 -0.595
O 0.52987 1.76222 0.82052 4.1 -2.6 0.1 -0.611
O 4.44800 2.50143 -1.74282 -5.7 -1.1 2.2 -0.614
O 1.91532 1.23994 2.82826 1.0 -1.2 -5.1 -0.684
N 3.29026 1.66295 0.49573 -2.8 0.3 -1.6 -0.456
C -1.28506 -1.12840 -0.80596 -0.9 -0.7 -0.4 -0.398
C -2.72259 1.17546 -1.11133 -1.1 0.1 0.3 -0.879
C 0.15506 -1.32071 1.54919 0.5 -0.9 0.7 -0.407
C -2.63904 -0.27841 -0.33734 0.5 -0.3 -0.2 -0.357
C -0.71711 -2.09261 0.39279 0.0 0.2 -0.4 -0.791
C 1.66823 -0.84410 1.03382 0.1 -0.9 0.5 -0.579
H -3.58535 -0.93075 -0.64346 2.0 1.4 0.7 0.300
H -3.00836 2.04654 -0.34709 0.7 -1.9 -1.7 0.220
H -0.46829 -0.44262 -1.30750 -1.5 -1.3 1.4 0.209
H -3.61856 1.07982 -1.89186 2.1 0.5 1.5 0.274
H -1.73662 1.48501 -1.66196 -1.9 -0.8 1.2 0.240
H -0.43108 -0.44931 2.09856 1.3 -1.7 -1.5 0.269
H 1.90215 -1.19121 -0.06136 -0.5 1.1 2.0 0.326
H -1.63610 -2.62198 0.90791 1.7 1.1 -1.0 0.297
H -0.08331 -2.95583 -0.12728 -1.1 1.8 1.3 0.302
H -1.66600 -1.85510 -1.67245 0.9 1.5 1.7 0.288
H 0.36411 -2.13131 2.40018 -0.5 1.7 -1.8 0.288
H -2.66305 -0.19151 0.84365 0.2 0.1 -2.5 0.236
H 2.48927 -1.30414 1.76787 -1.8 1.2 -1.7 0.314
```
Forces are in eV/Å.

---

The records above yield calculated total energy values of -14559.34388 -87461.87407 -40497.01372 eV, respectively.